ORCA calculation (the ωB97M-V functional and the def2-TZVPD basis) on a structure of composition C33H33BiN7O5PSTe4 at a distorted geometry.

Its total energy is -110561.162 eV. Its energy relative to the best compared isomer or geometry (same formula, charge and spin) is 58.6 kcal/mol. Its multiplicity is 1. As for the strongest force on any atom: 4.53 eV Å⁻¹. The value obtained for the LUMO energy is -0.9177 eV.

Geometry as XYZ:
```
85
C33H33BiN7O5PSTe4 (the ωB97M-V functional and the def2-TZVPD basis)
Bi -0.95104 0.80872 1.45117
O -2.36828 0.68473 -0.87539
S -2.06276 2.04548 -1.26743
O -3.11365 3.05042 -1.15273
O -0.83759 2.38582 -0.48294
C -1.75648 2.09989 -3.04509
C -2.69031 2.85885 -3.72364
C -2.57569 2.78340 -5.13150
C -1.73419 1.82878 -5.68770
C -0.77758 1.12394 -4.97776
C -0.79105 1.25415 -3.56928
P 0.52789 0.41356 -2.66532
C 1.92118 0.74461 -3.78905
C 2.39562 -0.13104 -4.73766
C 3.42739 0.21040 -5.62682
C 3.91328 1.51341 -5.62613
C 3.56516 2.39837 -4.60283
C 2.56733 2.02247 -3.70580
C 0.37193 -1.32301 -2.89997
C -0.61151 -2.04508 -3.62126
C -0.58175 -3.44577 -3.67696
C 0.47664 -4.18872 -3.11074
C 1.46422 -3.46728 -2.44585
C 1.40859 -2.10038 -2.40342
H -3.36099 3.42215 -3.19809
H -3.30351 3.23228 -5.70911
H -1.68598 1.62834 -6.76574
H -0.02407 0.43566 -5.41211
H 2.00328 -1.08104 -4.72688
H 3.88441 -0.54599 -6.26551
H 4.51539 1.85213 -6.47522
H 4.02170 3.38570 -4.56264
H 2.27434 2.68015 -2.97515
H -1.44311 -1.52456 -4.11338
H -1.39139 -4.05803 -4.09743
H 0.52455 -5.25283 -3.21254
H 2.23699 -4.12938 -2.02034
H 2.25870 -1.57254 -1.92657
Te 2.29720 -2.83578 3.94741
Te 2.16801 -0.72376 8.00002
Te 0.51724 1.46359 7.52591
Te 3.47107 -0.90667 5.52398
N -0.61013 -1.46599 5.75710
C -1.87135 -1.45756 4.97666
C -1.85419 -0.54565 3.77384
O -2.79315 -0.46636 3.00082
O -0.68461 0.07682 3.65439
H -0.37169 -0.53810 6.22596
H 0.19040 -1.70798 5.11941
H -0.55936 -2.20193 6.50098
H -2.61489 -1.06555 5.69417
H -2.15115 -2.47049 4.66819
N -2.05428 -6.91547 0.48622
C -1.64663 -5.83805 0.38590
C -1.32960 -4.42311 0.38977
C -0.43669 -3.91508 1.33273
C -0.20747 -2.53496 1.41605
N -0.86839 -1.67474 0.60982
C -1.68961 -2.17721 -0.33990
C -1.92573 -3.52032 -0.47759
H -0.03566 -4.50027 2.13541
H 0.54672 -2.13905 2.09184
H -2.18636 -1.48430 -1.05773
H -2.61654 -3.82388 -1.32153
N 3.30815 0.60460 2.24018
C 3.39631 0.59554 0.87597
C 2.18827 1.01347 0.45463
N 1.30265 1.01893 1.53129
C 2.01998 0.79156 2.60086
H 3.96690 0.20719 2.97432
H 4.38736 0.56074 0.38754
H 1.83284 1.13345 -0.60467
H 1.61444 0.69366 3.62030
C 0.40878 3.14071 4.31715
C -0.94321 3.20607 3.74630
N -1.24487 3.04380 2.47327
C -2.58829 3.46446 2.30267
C -3.10590 3.74706 3.50913
N -2.03740 3.57006 4.43994
H 0.71700 2.16329 4.77128
H 0.46311 3.81479 5.19266
H 1.01147 3.41965 3.45121
H -2.95545 3.46545 1.28765
H -4.06037 4.25744 3.82857
H -2.06259 3.88217 5.41473
```

---

ORCA calculation (the ωB97M-V functional and the def2-TZVPD basis) on a structure of composition C33H33N4O3P2S2Ti.

Its total energy is -110225.020 eV. The charge is -2. Its energy relative to the best compared isomer or geometry (same formula, charge and spin) is 0.0 kcal/mol. Its multiplicity is 2. The expectation value of S² is 0.770. As for the strongest force on any atom: 0.83 eV Å⁻¹. The value obtained for the LUMO energy (spin up / spin down) is 4.5008 / 4.4945 eV.

Geometry as XYZ:
```
78
C33H33N4O3P2S2Ti (the ωB97M-V functional and the def2-TZVPD basis)
Ti 1.38255 1.39359 1.07645
S 1.14496 2.20392 -2.04696
P -0.00903 0.58863 -1.64605
C 0.47021 -0.37458 -0.37933
P 1.87164 -1.31826 -0.52562
S 3.66441 -0.47932 -0.80987
C 1.92702 -2.41873 0.93916
C 1.02030 -2.26044 1.97926
C 1.06814 -3.10336 3.08148
C 2.01538 -4.11767 3.14284
C 2.92492 -4.27660 2.10511
C 2.88611 -3.42295 1.01096
C 1.69089 -2.58228 -1.87061
C 2.74671 -2.96355 -2.68928
C 2.56011 -3.92057 -3.67959
C 1.31365 -4.49859 -3.86978
C 0.25194 -4.12104 -3.05701
C 0.44437 -3.17681 -2.05927
C -1.69136 1.23023 -1.29974
C -2.26712 2.18602 -2.13720
C -3.52192 2.70053 -1.85400
C -4.20317 2.28049 -0.71306
C -3.62807 1.34306 0.12983
C -2.37777 0.81077 -0.17193
C -0.25641 -0.21348 -3.29046
C -1.49203 -0.73250 -3.66703
C -1.64267 -1.40644 -4.87348
C -0.54833 -1.58815 -5.70517
C 0.69311 -1.08786 -5.32738
C 0.83485 -0.39811 -4.13398
H 0.30141 -1.45065 1.92010
H 0.37136 -2.95732 3.89862
H 2.05424 -4.77618 4.00395
H 3.67334 -5.06044 2.15331
H 3.61217 -3.52600 0.21206
H 3.70444 -2.47794 -2.54192
H 3.39097 -4.20625 -4.31628
H 1.16466 -5.23179 -4.65500
H -0.73015 -4.55442 -3.20928
H -0.38339 -2.86557 -1.43149
H -1.70919 2.53627 -2.99807
H -3.96421 3.44181 -2.51011
H -5.17488 2.69876 -0.47491
H -4.13424 1.03832 1.03821
H -1.89297 0.09332 0.47829
H -2.34603 -0.60977 -3.01121
H -2.61367 -1.79861 -5.15512
H -0.65707 -2.12800 -6.63927
H 1.55728 -1.24564 -5.96204
H 1.79878 -0.00034 -3.83453
N 0.11518 3.63698 0.64906
C 1.09327 4.68982 0.85888
C 2.43737 4.30924 0.23727
N 2.90270 2.99691 0.70633
H -0.31458 3.65459 -0.26623
H -0.57275 3.57768 1.38617
H 1.21450 4.81961 1.93272
H 0.77908 5.65603 0.43746
H 3.17038 5.09911 0.44550
H 2.32585 4.23641 -0.84354
H 3.26907 3.03778 1.65297
H 3.60346 2.59822 0.08919
O 1.45545 2.72261 2.89008
N 0.47439 2.59760 3.75315
N -0.42364 1.67047 3.30228
O -0.31040 1.17365 2.04218
C -1.50086 1.32513 4.03695
C -1.72471 1.89486 5.31924
C -2.83656 1.52774 6.05137
C -3.76302 0.60240 5.57260
C -3.53654 0.03631 4.31581
C -2.43769 0.38021 3.55536
H -1.01194 2.60745 5.70519
H -2.98509 1.97751 7.02854
H -4.62972 0.32561 6.16078
H -4.23291 -0.69692 3.92174
H -2.26261 -0.07557 2.59222
O 2.40606 0.42308 1.84311
```

---

- What is the multiplicity in the second record?
  2

---

- Look up the energy relative to the best compared isomer or geometry (same formula, charge and spin) of the first one.
  58.6 kcal/mol

---

- multiplicity of number 2 (C33H33N4O3P2S2Ti)?
  2